# C6H10S

C6H10S in the gas phase in a non-equilibrium geometry (wB97M-V/def2-TZVPD, OMol25).

```
17
Properties=species:S:1:pos:R:3:forces:R:3
C 0.50001 2.10790 0.51877 -0.779 -1.712 1.736
C 1.46254 -1.00467 0.18790 1.335 -2.389 1.757
C -0.69564 1.35885 -0.02416 3.051 1.703 -1.722
C -0.23606 0.16826 -1.04778 1.168 2.847 -0.010
C 0.14316 -0.95382 -0.19161 0.977 0.510 -1.581
C -0.92559 -1.85501 0.27939 3.293 -4.635 -0.751
S 2.77735 0.01864 -0.18324 -1.150 0.361 -0.139
H 1.13286 2.85917 0.03827 -0.660 -0.402 -0.100
H 1.85076 -1.86250 0.89765 -1.401 1.538 -1.247
H -1.49931 1.08674 0.57350 -0.615 -1.231 2.231
H -1.26315 2.00124 -0.63751 -0.220 1.205 -1.430
H -1.17467 0.16432 -1.58517 0.161 -1.105 -0.663
H 0.67306 0.66985 -1.66229 -2.238 -1.536 1.282
H -1.54655 -1.39757 0.91729 -2.347 1.746 2.634
H -0.40614 -2.76722 0.81445 -1.038 1.811 -0.570
H -1.55173 -2.38032 -0.44995 0.270 0.601 -0.506
H 0.75910 1.78613 1.55450 0.193 0.688 -0.923
```
Positions in Å, forces in eV/Å.

Output
- E_tot (a.u.) = -632.64060
- HOMO-LUMO gap (spin up / spin down) (eV) = 8.2588 / 6.5024
- charge = 0
- HOMO (spin up / spin down) (eV) = -8.2 / -8.0